# C5H12O2

An isolated molecule of C5H12O2 (ωB97M-V/def2-TZVPD, the Open Molecules 2025 dataset).

Structure (ORCA input):
```
! RIJCOSX wB97M-V def2-TZVPD def2/J DEFGRID3
* xyz 0 1
H -0.215 1.598 0.715
H 2.192 1.524 -0.398
H 3.304 0.272 0.217
C -1.267 -0.798 0.057
O 1.018 0.100 1.600
H -2.742 0.783 0.049
H 1.353 -1.370 0.171
C 2.394 0.449 -0.370
H 2.588 0.104 -1.391
H -3.431 -0.847 0.189
C -2.647 -0.253 -0.291
C -0.120 0.089 -0.448
H -2.826 -0.260 -1.372
H 1.884 0.161 2.020
O -0.371 1.465 -0.233
C 1.204 -0.280 0.235
H -1.137 -1.806 -0.363
H -1.172 -0.900 1.145
H -0.009 -0.032 -1.534
*
```

Its energy relative to the best compared isomer or geometry (same formula, charge and spin) is 13.0 kcal/mol. Its SMILES is CC[C@@H](O)[C@@H](C)O. The calculation puts the total energy at -348.1841 hartree.

# C5H12O2

A cluster of 3 separate species, C5H12O2 in total in a non-equilibrium geometry (ωB97M-V/def2-TZVPD, the Open Molecules 2025 dataset).

Structure (ORCA input):
```
! RIJCOSX wB97M-V def2-TZVPD def2/J DEFGRID3
* xyz 0 1
H 0.363 1.957 0.623
C 2.276 0.251 1.452
H -0.299 0.058 -1.795
H -2.182 1.503 -2.237
H -3.010 -0.210 0.934
H -1.454 -0.479 0.942
H 2.416 1.280 1.770
H 1.410 -0.747 -0.263
H 0.077 -2.810 -1.946
C 1.246 0.113 0.373
O -2.316 -0.798 1.231
C -1.622 1.597 -1.318
C -0.533 0.855 -1.107
H 0.008 -3.026 -0.424
H -1.849 2.401 -0.628
C 0.297 1.010 0.095
H 2.040 -0.459 2.255
O -0.129 -2.364 -1.115
H 3.259 -0.134 1.157
*
```

Its energy relative to the best compared isomer or geometry (same formula, charge and spin) is 44.2 kcal/mol. Its SMILES is C=C/C=C/C.O.O. The calculation puts the total energy at -348.1344 hartree.

# C5H12O2

A cluster of 2 separate species, C5H12O2 in total in a non-equilibrium geometry (ωB97M-V/def2-TZVPD, the Open Molecules 2025 dataset).

Structure (ORCA input):
```
! RIJCOSX wB97M-V def2-TZVPD def2/J DEFGRID3
* xyz 0 1
H 0.536 0.039 -1.107
H -1.689 0.933 1.811
C 2.494 0.708 -1.531
O 0.023 1.653 1.050
C -0.910 -0.537 0.472
C -1.146 0.908 0.858
C -2.125 -1.296 0.036
H 2.786 -0.063 -2.232
H 0.443 -2.172 0.448
C 0.273 -1.126 0.674
H -1.813 1.362 0.105
H -1.890 -2.324 -0.227
H 0.507 1.639 0.203
H -2.862 -1.318 0.840
H 3.031 0.527 -0.619
H 1.086 -0.577 1.124
H -2.609 -0.833 -0.827
O 1.157 0.821 -1.311
H 2.767 1.687 -1.884
*
```

Its energy relative to the best compared isomer or geometry (same formula, charge and spin) is 46.1 kcal/mol. Its SMILES is C=C(C)CO.CO. The calculation puts the total energy at -348.1313 hartree.

# C5H12O2

An isolated molecule of C5H12O2 in a non-equilibrium geometry (ωB97M-V/def2-TZVPD, the Open Molecules 2025 dataset).

Structure (ORCA input):
```
! RIJCOSX wB97M-V def2-TZVPD def2/J DEFGRID3
* xyz 0 1
O -2.013 0.081 0.554
H -1.900 -1.319 -1.774
C 0.866 0.385 1.225
H -0.934 -0.127 -2.643
H 0.497 1.407 1.356
C 2.383 0.347 1.431
H -1.000 1.412 -0.613
H 2.895 1.003 0.715
C -1.092 0.332 -0.511
H -2.728 -0.504 0.267
C 0.417 -0.096 -0.154
H -2.579 0.271 -2.122
H 1.037 0.348 -0.946
H 2.653 0.689 2.437
O 0.489 -1.506 -0.240
H 0.372 -0.242 1.979
H -0.474 -1.509 -0.254
H 2.783 -0.666 1.306
C -1.652 -0.246 -1.830
*
```

Its energy relative to the best compared isomer or geometry (same formula, charge and spin) is 31.1 kcal/mol. Its SMILES is CC[C@@H](O)[C@@H](C)O. The calculation puts the total energy at -348.1553 hartree.

# C5H12O3

A cluster of 4 separate species, C5H12O3 in total in a non-equilibrium geometry (ωB97M-V/def2-TZVPD, the Open Molecules 2025 dataset).

Structure (ORCA input):
```
! RIJCOSX wB97M-V def2-TZVPD def2/J DEFGRID3
* xyz 0 1
O 0.777 -1.419 -0.922
O 0.075 0.538 0.451
H -0.533 1.472 -1.944
H 0.258 -1.571 1.452
H 0.045 -0.704 1.320
H 0.495 -0.085 -0.272
C 1.081 -2.219 -0.004
C -1.874 2.940 -1.263
H -1.803 -0.004 -0.237
H 2.488 -2.716 1.535
H 2.854 -1.199 0.656
C -1.252 0.902 0.045
H 3.137 -2.767 -0.116
H -1.429 2.202 1.445
H 0.654 -3.234 -0.084
H -1.823 3.555 -2.150
C -1.160 1.834 -1.137
C 2.478 -2.219 0.564
H -2.549 3.269 -0.485
O -1.921 1.425 1.147
*
```

Its energy relative to the best compared isomer or geometry (same formula, charge and spin) is 99.1 kcal/mol. The calculation puts the total energy at -423.2959 hartree.

# C5H12O3

A cluster of 3 separate species, C5H12O3 in total in a non-equilibrium geometry (ωB97M-V/def2-TZVPD, the Open Molecules 2025 dataset).

Structure (ORCA input):
```
! RIJCOSX wB97M-V def2-TZVPD def2/J DEFGRID3
* xyz 0 1
O 3.560 2.969 -3.279
H -3.184 5.245 2.359
C 0.442 -0.887 -0.533
O 1.813 -2.878 -0.506
H 0.682 -2.477 -2.096
H -0.558 -1.001 -0.958
O -3.837 4.757 1.857
H 0.866 -0.033 -1.045
H -4.151 5.404 1.271
H -0.259 -2.122 2.666
H -2.132 -3.143 1.544
H -1.586 -2.501 -0.028
C -0.455 -1.829 1.642
C 0.502 -0.870 0.984
C -1.462 -2.450 1.050
C 1.047 -2.164 -1.096
H 4.163 2.421 -2.763
H 2.929 2.380 -3.688
H 0.114 0.098 1.256
H 1.506 -0.919 1.366
*
```

Its energy relative to the best compared isomer or geometry (same formula, charge and spin) is 52.1 kcal/mol. Its SMILES is C=CCCC=O.O.O. The calculation puts the total energy at -423.3708 hartree.

# C5H12O3Tl

A structure of composition C5H12O3Tl in a non-equilibrium geometry (ωB97M-V/def2-TZVPD, the Open Molecules 2025 dataset).

Structure (ORCA input):
```
! RIJCOSX wB97M-V def2-TZVPD def2/J DEFGRID3
* xyz 1 1
C -1.000 0.788 1.484
O -0.049 -0.701 -0.134
H 0.501 -2.465 -0.867
C -1.066 0.295 0.063
H 0.008 1.164 3.857
H 0.112 2.741 3.000
C 0.517 1.720 3.055
H -1.606 1.703 1.577
H -2.052 -0.142 -0.134
C 0.922 -1.042 -3.293
Tl 2.051 -0.132 0.965
H -0.878 1.108 -0.650
H 1.557 -1.933 -3.154
H -1.398 0.025 2.174
H 1.428 -0.222 -2.757
H 0.848 -0.786 -4.356
H -1.183 -2.016 -2.082
O 0.350 1.069 1.807
O -0.380 -1.233 -2.795
H 1.594 1.754 3.261
C -0.277 -1.693 -1.019
*
```

Its energy relative to the best compared isomer or geometry (same formula, charge and spin) is 83.5 kcal/mol. The calculation puts the total energy at -595.4822 hartree.

# C5H12O6P

A cluster of 2 separate species, C5H12O6P in total in a non-equilibrium geometry (ωB97M-V/def2-TZVPD, the Open Molecules 2025 dataset).

Structure (ORCA input):
```
! RIJCOSX wB97M-V def2-TZVPD def2/J DEFGRID3
* xyz -1 1
H 3.359 1.515 0.168
C 0.437 -0.890 -1.192
H 1.852 -1.930 1.513
O -2.515 -0.021 0.725
H -0.214 -1.269 2.453
H -0.691 1.717 -0.503
O 2.746 0.635 1.772
O -3.160 -1.964 -0.215
C -3.106 -1.185 0.783
H -0.774 -0.240 -2.884
H 0.516 1.737 -1.830
H 1.386 -0.329 -1.063
O 3.359 1.737 1.110
C 1.305 0.689 1.530
H -1.665 -0.409 -1.321
O -3.574 -1.484 1.953
P 0.727 -1.073 1.403
C -0.725 -0.042 -1.797
H 0.631 -1.720 -1.902
C -0.541 1.490 -1.576
H -1.237 2.058 -2.210
O -0.090 -1.476 0.005
H 0.865 1.147 2.439
H 1.109 1.305 0.638
*
```

The calculation puts the total energy at -990.2753 hartree.

# C5H12OS

A cluster of 2 separate species, C5H12OS in total in a non-equilibrium geometry (ωB97M-V/def2-TZVPD, the Open Molecules 2025 dataset).

Structure (ORCA input):
```
! RIJCOSX wB97M-V def2-TZVPD def2/J DEFGRID3
* xyz 0 1
C 2.019 1.800 -1.398
H 1.119 -1.786 -0.440
S 2.587 0.305 -0.495
H 2.154 0.750 3.527
H 1.636 1.609 -2.418
H 3.290 1.386 4.381
C -0.417 1.474 -0.511
H 2.845 2.533 -1.480
H -1.170 1.858 0.203
C 1.124 -0.728 -0.765
H 0.885 -0.707 -1.846
H -0.907 -0.631 -0.068
H 0.532 3.327 -0.939
O 2.389 1.564 4.027
H 0.322 0.014 1.059
C 0.853 2.341 -0.553
H -0.863 1.510 -1.523
H 1.316 2.502 0.440
C 0.000 0.000 0.000
*
```

Its energy relative to the best compared isomer or geometry (same formula, charge and spin) is 11.0 kcal/mol. Its SMILES is C1CCSCC1.O. The calculation puts the total energy at -671.1157 hartree.

# C5H12OS2

A structure of composition C5H12OS2 in a non-equilibrium geometry (ωB97M-V/def2-TZVPD, the Open Molecules 2025 dataset).

Structure (ORCA input):
```
! RIJCOSX wB97M-V def2-TZVPD def2/J DEFGRID3
* xyz 0 1
H -0.667 -2.032 -0.310
S -2.697 0.656 -0.098
O 2.431 -0.814 1.201
C -0.202 0.103 0.610
C 1.693 -0.416 0.173
C 0.101 1.429 1.270
C -1.083 0.036 -0.637
H -1.993 -1.848 -1.407
H 1.301 1.404 -1.293
H 0.358 1.310 2.315
H 0.710 2.036 0.684
H -0.171 -0.843 1.097
C -1.050 -1.410 -1.091
H 2.911 -0.033 1.512
H -0.623 0.778 -1.438
H 1.504 -1.313 -0.315
H -0.923 2.076 1.150
S 2.419 0.806 -0.910
H -0.416 -1.601 -1.949
H -3.600 -0.324 -0.565
*
```

Its energy relative to the best compared isomer or geometry (same formula, charge and spin) is 70.6 kcal/mol. The calculation puts the total energy at -1069.2077 hartree.

| no. | highest occupied orbital energy (Eh) | orbital gap (eV) |
| --- | --- | --- |
| 1 | -0.3697 | 10.865 |
| 2 | -0.3168 | 9.283 |
| 3 | -0.3519 | 10.426 |
| 4 | -0.3694 | 10.849 |
| 5 | -0.3610 | 10.347 |
| 6 | -0.3542 | 10.135 |
| 7 | -0.4548 | 8.349 |
| 8 | -0.0471 | 3.281 |
| 9 | -0.3090 | 9.133 |
| 10 | -0.3021 | 8.885 |